Molecular formula: C3H4NO
Method: DFT, ωB97M-V/def2-TZVPD

Last columns: bonded neighbours and bond lengths (Å).
CARTESIAN COORDINATES (ANGSTROEM)
1 C -0.2442 -1.4777 -0.0171  C2 1.309, N4 1.251
2 C -1.5276 -1.2949 0.1670  C1 1.309, O5 1.331
3 C -1.5048 0.8515 -0.0528  O5 1.290, H6 1.049, H7 1.148
4 N 0.9652 -1.1722 -0.1098  C1 1.251, H8 1.023, H9 1.008
5 O -2.2476 -0.2023 -0.0761  C2 1.331, C3 1.290
6 H -0.5212 0.9371 0.3029  C3 1.049
7 H -1.9750 1.8944 -0.1424  C3 1.148
8 H 1.3699 -0.5207 0.5665  N4 1.023
9 H 1.6422 -1.4617 -0.7978  N4 1.008

The gap between HOMO and LUMO (alpha / beta) is 7.16 / 7.17 eV. Its LUMO energy (alpha / beta) is -7.03 / -7.02 eV. Its HOMO energy (alpha / beta) is -14.192 / -14.197 eV. The calculation puts the energy relative to the best compared isomer or geometry (same formula, charge and spin) at 116.9 kcal per mole. As for the charge: +1.

Electronic structure analysis, Löwdin charges in units of e: -0.0542 -0.0299 0.2125 0.1877 0.1014 0.1011 0.1731 0.1573 0.1510